1.
{"formula": "C3H11Ag2NaO6P", "method": "ωB97M-V/def2-TZVPD", "multiplicity": 3, "charge": 3, "energy_ev": -37244.08670, "molar_mass_g_mol": 412.8, "elements": ["Na", "Ag", "Ag", "O", "H", "O", "H", "C", "O", "P", "O", "O", "C", "O", "C", "H", "H", "H", "H", "H", "H", "H", "H", "H"], "positions_angstrom": [[-4.842329, -0.094883, 4.190623], [-3.397079, 3.478637, -0.483507], [-1.022349, 5.141087, 4.471993], [-0.412279, 5.662287, 0.793273], [0.357391, 6.204587, 0.532403], [-4.387269, 3.523117, 3.057773], [-5.338529, 3.301037, 3.040063], [1.791161, -2.228743, 1.636073], [2.059321, -1.537783, 0.375343], [0.818001, -1.121743, -0.576377], [-0.255999, -0.329613, 0.067713], [1.451831, -0.305693, -1.772537], [2.645661, -0.627863, -2.315867], [0.170571, -2.519783, -1.277847], [-0.722669, -2.420843, -2.395117], [2.273991, -1.721143, 2.471123], [2.187481, -3.239303, 1.537093], [0.748361, -2.248223, 1.952793], [3.041431, 0.357187, -2.068607], [2.607531, -0.832763, -3.385757], [3.219611, -1.365943, -1.755567], [-1.726049, -2.784983, -2.174367], [-0.347799, -2.914023, -3.291967], [-0.919989, -1.374623, -2.628747]], "forces_ev_per_a": [[-0.105, -0.476, 0.234], [0.184, 0.073, -0.355], [0.270, 0.272, 0.050], [-0.137, -0.109, 0.267], [0.021, 0.021, -0.119], [0.059, -0.257, -0.165], [-0.117, 0.317, 0.020], [0.188, -0.181, 0.216], [-1.817, -0.003, -0.623], [-1.594, -1.397, -0.837], [0.351, -0.149, 0.124], [-4.545, -1.068, 2.299], [3.388, 1.197, -0.506], [1.612, 1.420, 1.372], [-0.532, 1.073, -0.118], [0.504, 0.184, -0.462], [-0.136, 0.127, 0.055], [-0.228, -0.053, -0.723], [2.029, -0.258, -1.214], [-0.111, -0.036, 0.166], [-0.173, -0.214, -0.227], [0.278, -0.563, 0.433], [0.281, -0.103, 0.334], [0.330, 0.185, -0.222]], "lowdin_charge": [0.9791, 0.9828, 0.9838, -0.0182, 0.0390, -0.0036, 0.0300, -0.0654, -0.2152, 0.4609, -0.3071, -0.2210, -0.1281, -0.2389, -0.1111, 0.0883, 0.1011, 0.0779, 0.1056, 0.1084, 0.0974, 0.0848, 0.0975, 0.0718]}

=====

2.
{"formula": "C27H65BO7P", "method": "ωB97M-V/def2-TZVPD", "charge": -1, "e_above_lowest_kj_mol": 0.0, "energy_ev": -53347.44147, "molar_mass_g_mol": 543.6, "elements": ["C", "C", "P", "C", "B", "C", "C", "C", "C", "C", "C", "C", "C", "C", "C", "C", "O", "C", "H", "H", "H", "H", "H", "H", "H", "H", "H", "H", "H", "H", "H", "H", "H", "H", "H", "H", "H", "H", "H", "H", "H", "H", "H", "H", "H", "H", "H", "H", "H", "H", "H", "H", "H", "C", "O", "C", "C", "O", "C", "H", "H", "H", "H", "H", "H", "H", "H", "H", "H", "C", "O", "C", "C", "O", "C", "H", "H", "H", "H", "H", "H", "H", "H", "H", "H", "C", "O", "C", "C", "O", "C", "H", "H", "H", "H", "H", "H", "H", "H", "H", "H"], "positions_angstrom": [[0.485776, -4.037499, -2.593518], [-0.550182, -4.670194, -1.630848], [-0.148761, -4.432039, 0.196825], [1.065319, -3.036183, 0.327379], [0.824338, -6.034393, 0.816819], [2.300822, -6.239265, 0.100905], [-0.156576, -7.310732, 0.500090], [-0.094031, -8.499813, 1.493872], [-1.304963, -8.599853, 2.428311], [-1.392842, -7.659139, 3.660565], [-0.087517, -7.287252, 4.368494], [-0.340103, -6.162008, 5.412140], [0.898756, -5.351689, 5.829540], [1.283951, -4.146230, 4.971391], [0.110514, -3.214613, 4.618426], [0.509213, -1.737929, 4.570625], [1.602870, -1.484491, 3.711296], [2.824351, -1.147688, 4.327288], [0.443936, -4.517961, -3.577010], [0.270806, -2.980536, -2.751663], [1.497251, -4.139172, -2.205409], [-0.660531, -5.732385, -1.832760], [-1.490638, -4.145616, -1.801720], [1.424012, -3.069414, 1.353735], [0.617759, -2.061761, 0.141135], [1.928365, -3.159733, -0.335159], [0.999663, -5.836665, 2.011232], [2.238650, -6.717070, -0.884284], [2.951284, -6.841477, 0.748221], [2.820840, -5.286285, -0.060964], [-1.205001, -7.009024, 0.374619], [0.154579, -7.697673, -0.478773], [0.854074, -8.476879, 2.034078], [-0.085525, -9.424747, 0.902913], [-1.444944, -9.632434, 2.761206], [-2.167653, -8.364803, 1.798353], [-1.956407, -6.760311, 3.409199], [-2.001392, -8.189465, 4.405279], [0.684794, -6.963344, 3.673313], [0.293465, -8.149749, 4.923272], [-1.135346, -5.523790, 5.027807], [-0.730959, -6.634831, 6.319299], [1.752305, -6.035483, 5.868179], [0.743758, -5.015174, 6.860525], [2.044271, -3.566593, 5.506599], [1.756924, -4.461711, 4.040067], [-0.302326, -3.522710, 3.656439], [-0.688304, -3.293198, 5.363184], [-0.350193, -1.187431, 4.168687], [0.685435, -1.353081, 5.579558], [3.154213, -0.153936, 4.011915], [2.772040, -1.163214, 5.418393], [3.589194, -1.870829, 4.027565], [-0.447508, 0.782526, 0.530053], [-0.943172, -0.126535, -0.434917], [-2.314949, -0.441694, -0.257714], [-3.182688, 0.326730, -1.230328], [-3.147257, 1.729969, -0.993377], [-2.264143, 2.416563, -1.858626], [0.515459, 1.147323, 0.173980], [-1.119995, 1.633567, 0.669109], [-0.296538, 0.275942, 1.489670], [-2.630158, -0.252417, 0.772644], [-2.426944, -1.513590, -0.449566], [-4.221711, 0.004513, -1.109485], [-2.877627, 0.106442, -2.257979], [-2.699049, 2.502295, -2.862530], [-1.294652, 1.918480, -1.926035], [-2.113045, 3.417663, -1.455809], [3.114283, 6.489309, -3.309131], [2.001748, 6.667678, -4.169034], [1.396696, 5.445087, -4.565646], [0.145300, 5.151872, -3.765604], [0.433595, 4.930992, -2.395175], [0.167015, 6.055322, -1.575458], [3.346746, 7.457408, -2.866632], [2.897272, 5.778028, -2.509621], [3.985573, 6.142355, -3.874901], [2.106455, 4.617810, -4.476479], [1.124721, 5.542998, -5.621725], [-0.312056, 4.236536, -4.154470], [-0.578601, 5.965559, -3.879538], [-0.911108, 6.175516, -1.423477], [0.574802, 6.974354, -2.003824], [0.638965, 5.876738, -0.610388], [0.555453, 9.269301, -4.598334], [-0.216396, 10.369894, -5.060562], [-1.603837, 10.090523, -5.121027], [-2.344897, 10.636107, -3.918687], [-1.952182, 9.989937, -2.717821], [-1.017045, 10.731478, -1.956388], [1.551957, 9.640552, -4.365491], [0.125161, 8.825676, -3.698818], [0.641808, 8.503514, -5.371341], [-1.776834, 9.013165, -5.209997], [-1.994608, 10.570167, -6.024502], [-3.416066, 10.452740, -4.050043], [-2.194039, 11.717343, -3.841475], [-1.509558, 11.570226, -1.451830], [-0.201482, 11.110405, -2.576341], [-0.604198, 10.063130, -1.201961]], "forces_ev_per_a": [[-0.337, -0.501, -0.033], [0.898, 1.170, -0.042], [-0.818, -0.023, 0.725], [0.079, -0.242, -0.588], [0.311, -0.019, -0.671], [-0.146, 0.264, 0.229], [0.278, -0.122, 0.292], [-0.204, 0.082, -0.488], [0.006, 0.353, 0.117], [0.194, -0.561, 0.008], [-0.178, 0.577, 0.465], [0.235, -0.515, -0.215], [-0.090, -0.212, 0.052], [-0.175, 0.213, -0.155], [0.466, 0.041, 0.125], [-0.736, -0.310, -0.388], [0.122, 0.181, 0.241], [0.217, -0.242, -0.160], [0.064, 0.025, -0.020], [0.120, 0.093, 0.140], [0.078, -0.020, -0.094], [-0.122, -0.101, 0.114], [-0.237, -0.353, -0.106], [0.027, 0.034, 0.149], [-0.053, 0.049, -0.013], [0.061, 0.075, 0.089], [-0.121, 0.121, 0.128], [-0.015, -0.111, 0.007], [0.089, -0.130, -0.176], [0.086, -0.011, 0.103], [-0.072, -0.036, 0.082], [-0.088, 0.037, -0.077], [0.019, -0.031, 0.174], [0.023, -0.090, 0.161], [0.166, -0.050, 0.071], [-0.150, -0.185, 0.066], [0.212, 0.173, -0.159], [-0.165, 0.164, -0.027], [-0.112, 0.006, -0.165], [0.149, -0.131, -0.174], [0.034, 0.224, 0.046], [-0.160, 0.042, -0.035], [0.038, -0.030, 0.058], [-0.007, 0.127, -0.014], [0.020, -0.092, 0.094], [-0.035, -0.109, -0.029], [-0.103, 0.083, -0.035], [-0.041, -0.048, 0.013], [0.080, 0.114, 0.037], [0.242, -0.019, 0.064], [-0.071, 0.048, -0.034], [-0.132, 0.017, 0.040], [0.007, 0.033, -0.006], [0.067, -0.127, 0.029], [-0.112, 0.275, 0.027], [0.182, -0.246, -0.218], [-0.173, 0.067, 0.167], [0.075, -0.028, -0.052], [-0.019, 0.031, 0.029], [0.010, -0.048, -0.005], [-0.016, 0.006, -0.010], [0.008, 0.028, 0.023], [0.002, 0.046, 0.010], [-0.011, -0.004, 0.056], [0.011, -0.011, -0.011], [0.036, -0.005, -0.011], [0.049, -0.014, -0.027], [0.000, 0.003, -0.014], [-0.034, 0.000, 0.005], [-0.002, 0.038, -0.045], [0.072, -0.109, 0.137], [-0.076, 0.187, -0.108], [-0.004, -0.234, 0.087], [0.062, 0.162, -0.026], [-0.025, -0.089, 0.031], [-0.007, 0.016, -0.042], [-0.009, -0.010, -0.002], [0.011, -0.036, 0.037], [-0.002, -0.021, 0.038], [0.000, -0.025, 0.006], [-0.010, 0.018, -0.019], [0.019, 0.040, -0.014], [-0.001, 0.060, -0.018], [-0.003, 0.012, -0.016], [-0.021, -0.049, -0.004], [-0.026, 0.108, -0.068], [-0.028, -0.058, 0.126], [0.110, 0.172, -0.107], [-0.113, -0.179, 0.083], [0.075, 0.050, -0.037], [-0.036, -0.033, 0.013], [0.007, 0.002, -0.048], [-0.003, -0.035, -0.008], [-0.015, -0.050, 0.008], [-0.004, -0.022, 0.028], [-0.033, -0.015, 0.017], [0.009, 0.019, -0.017], [0.037, 0.018, -0.007], [0.038, 0.033, -0.015], [-0.003, 0.014, -0.004], [-0.046, -0.014, 0.008]], "lowdin_charge": [-0.1798, -0.4373, 0.8800, -0.3367, -0.7994, -0.1452, -0.2470, -0.2431, -0.2139, -0.2025, -0.2090, -0.2102, -0.2135, -0.1966, -0.1735, -0.2426, -0.1916, -0.1251, 0.0506, 0.0539, 0.0421, 0.0493, 0.0279, 0.0096, -0.0030, 0.0110, 0.0434, 0.0289, 0.0239, 0.0132, 0.0622, 0.0711, 0.0934, 0.0902, 0.0899, 0.0943, 0.1029, 0.0998, 0.0727, 0.1091, 0.0905, 0.1008, 0.1062, 0.0988, 0.0976, 0.1055, 0.1071, 0.1104, 0.1113, 0.1117, 0.0779, 0.0765, 0.0864, -0.1084, -0.2067, -0.1995, -0.2016, -0.1922, -0.1213, 0.0898, 0.0818, 0.0840, 0.1273, 0.1219, 0.1226, 0.1245, 0.0859, 0.0849, 0.0806, -0.0998, -0.2184, -0.1951, -0.2013, -0.1922, -0.1040, 0.0882, 0.0862, 0.0889, 0.1281, 0.1248, 0.1259, 0.1232, 0.0895, 0.0725, 0.0915, -0.1089, -0.1876, -0.2083, -0.2063, -0.1918, -0.1121, 0.0927, 0.0708, 0.0838, 0.1250, 0.1241, 0.1242, 0.1247, 0.0874, 0.0836, 0.0873]}

=====

3.
{"formula": "CH2INO", "method": "ωB97M-V/def2-TZVPD", "charge": 0, "e_above_lowest_kj_mol": 386.9, "energy_ev": -12704.07766, "molar_mass_g_mol": 170.9, "elements": ["C", "N", "O", "I", "H", "H"], "positions_angstrom": [[-0.958897, 0.902817, -0.508604], [0.992031, 0.687047, 0.313428], [-1.194853, 0.989601, -1.621286], [2.069571, 2.360213, -0.337147], [-1.680834, 0.863734, 0.416111], [1.121418, -0.179353, -0.168832]], "forces_ev_per_a": [[1.627, -0.547, 4.169], [-3.631, 1.809, -0.124], [0.033, 0.196, -1.519], [-0.408, -1.172, -0.082], [1.377, 0.102, -1.334], [1.002, -0.388, -1.111]], "lowdin_charge": [-0.1597, -0.5480, 0.1019, 0.5543, 0.1403, -0.0888]}

=====

- Which of these has the highest charge?
  C3H11Ag2NaO6P

=====

- Look up the charge of the third one.
  0

=====

Repeat the first record exactly.
{"formula": "C3H11Ag2NaO6P", "method": "ωB97M-V/def2-TZVPD", "multiplicity": 3, "charge": 3, "energy_ev": -37244.08670, "molar_mass_g_mol": 412.8, "elements": ["Na", "Ag", "Ag", "O", "H", "O", "H", "C", "O", "P", "O", "O", "C", "O", "C", "H", "H", "H", "H", "H", "H", "H", "H", "H"], "positions_angstrom": [[-4.842329, -0.094883, 4.190623], [-3.397079, 3.478637, -0.483507], [-1.022349, 5.141087, 4.471993], [-0.412279, 5.662287, 0.793273], [0.357391, 6.204587, 0.532403], [-4.387269, 3.523117, 3.057773], [-5.338529, 3.301037, 3.040063], [1.791161, -2.228743, 1.636073], [2.059321, -1.537783, 0.375343], [0.818001, -1.121743, -0.576377], [-0.255999, -0.329613, 0.067713], [1.451831, -0.305693, -1.772537], [2.645661, -0.627863, -2.315867], [0.170571, -2.519783, -1.277847], [-0.722669, -2.420843, -2.395117], [2.273991, -1.721143, 2.471123], [2.187481, -3.239303, 1.537093], [0.748361, -2.248223, 1.952793], [3.041431, 0.357187, -2.068607], [2.607531, -0.832763, -3.385757], [3.219611, -1.365943, -1.755567], [-1.726049, -2.784983, -2.174367], [-0.347799, -2.914023, -3.291967], [-0.919989, -1.374623, -2.628747]], "forces_ev_per_a": [[-0.105, -0.476, 0.234], [0.184, 0.073, -0.355], [0.270, 0.272, 0.050], [-0.137, -0.109, 0.267], [0.021, 0.021, -0.119], [0.059, -0.257, -0.165], [-0.117, 0.317, 0.020], [0.188, -0.181, 0.216], [-1.817, -0.003, -0.623], [-1.594, -1.397, -0.837], [0.351, -0.149, 0.124], [-4.545, -1.068, 2.299], [3.388, 1.197, -0.506], [1.612, 1.420, 1.372], [-0.532, 1.073, -0.118], [0.504, 0.184, -0.462], [-0.136, 0.127, 0.055], [-0.228, -0.053, -0.723], [2.029, -0.258, -1.214], [-0.111, -0.036, 0.166], [-0.173, -0.214, -0.227], [0.278, -0.563, 0.433], [0.281, -0.103, 0.334], [0.330, 0.185, -0.222]], "lowdin_charge": [0.9791, 0.9828, 0.9838, -0.0182, 0.0390, -0.0036, 0.0300, -0.0654, -0.2152, 0.4609, -0.3071, -0.2210, -0.1281, -0.2389, -0.1111, 0.0883, 0.1011, 0.0779, 0.1056, 0.1084, 0.0974, 0.0848, 0.0975, 0.0718]}

=====

- The highest charge belongs to which entry?
  C3H11Ag2NaO6P